[1]
{"formula": "C13H17IO5", "method": "wB97M-V/def2-TZVPD", "species": ["C", "C", "C", "C", "C", "C", "C", "C", "C", "O", "C", "C", "O", "C", "I", "H", "H", "H", "H", "H", "H", "H", "H", "H", "H", "H", "H", "H", "H", "H", "H", "H", "C", "O", "O", "O"], "coordinates": [[2.3929, -1.1488, 1.4438], [1.8529, -0.0034, 0.4502], [2.5004, 1.4155, 0.6681], [2.0956, 2.6006, -0.2598], [1.0440, 2.3028, -1.3829], [0.3666, 0.9315, -1.5871], [0.7710, -0.2550, -0.6539], [0.0777, -1.6876, -0.8457], [-1.5213, -1.4210, -1.0217], [-2.0197, -0.5677, 0.0302], [-3.1724, -1.1058, 0.7008], [-4.5317, -0.2709, 0.4349], [-4.4671, 1.0709, 1.0313], [-4.0650, 2.0288, 0.0264], [-3.3607, 3.8767, 1.0232], [2.5037, -0.7291, 2.4966], [3.4536, -1.4163, 1.0444], [1.7856, -2.1124, 1.4092], [3.2683, 1.5769, 1.5065], [2.5453, 3.6498, -0.1353], [0.7697, 3.1551, -2.0869], [-0.3950, 0.8118, -2.4224], [0.5147, -2.3099, -1.6940], [0.1647, -2.2518, 0.1588], [-2.0721, -2.4109, -1.1563], [-1.6541, -0.8437, -2.0180], [-2.9720, -0.9945, 1.8368], [-3.3737, -2.2153, 0.5274], [-4.8284, -0.2246, -0.6678], [-5.4145, -0.7859, 0.9786], [-3.1973, 1.6590, -0.6240], [-4.9147, 2.3215, -0.6937], [6.5120, -1.1619, 0.3642], [7.7574, -1.1863, 0.2091], [5.6753, -1.7957, -0.3732], [5.9081, -0.5024, 1.2822]], "forces_ev_per_angstrom": [[0.555, 0.571, -1.444], [-0.743, 1.811, -0.953], [-2.591, 0.113, -2.967], [-1.626, -4.185, -0.265], [0.724, -1.976, 1.797], [3.108, 0.788, 2.950], [1.693, 2.881, 0.205], [-0.975, 1.247, 1.535], [1.442, 0.231, -2.011], [-1.094, -1.952, -0.198], [-0.864, 0.794, 1.506], [-0.165, -0.689, 0.465], [0.409, -0.149, -2.078], [0.145, -0.378, -0.884], [-0.407, -0.868, -0.446], [-0.239, -0.635, -1.411], [-1.219, 0.526, 0.696], [0.559, 1.435, 0.190], [-1.236, -0.529, -1.562], [-0.783, -1.901, -0.262], [0.339, -1.293, 1.050], [1.177, 0.170, 1.267], [-0.635, 0.903, 1.069], [0.130, 0.742, -1.731], [0.513, 1.243, 0.586], [0.084, -0.956, 1.464], [-0.337, -0.126, -1.737], [0.393, 1.375, -0.153], [0.603, 0.053, 1.309], [1.508, 0.639, -0.743], [-1.017, 0.466, 1.245], [0.995, -0.344, 1.351], [-1.813, -0.063, 0.119], [1.317, -0.017, -0.155], [-0.169, -1.405, -1.698], [0.219, 1.478, 1.897]], "gap_ev": 1.23, "homo_ha": 0.078, "spin_multiplicity": 1, "total_charge": -2}

[2]
{"formula": "C35H89N5O12", "method": "wB97M-V/def2-TZVPD", "species": ["C", "C", "O", "H", "H", "H", "H", "H", "H", "C", "O", "C", "C", "N", "C", "C", "O", "C", "H", "H", "H", "H", "H", "H", "H", "H", "H", "H", "H", "H", "H", "H", "H", "C", "O", "C", "C", "N", "C", "C", "O", "C", "H", "H", "H", "H", "H", "H", "H", "H", "H", "H", "H", "H", "H", "H", "H", "C", "O", "C", "C", "N", "C", "C", "O", "C", "H", "H", "H", "H", "H", "H", "H", "H", "H", "H", "H", "H", "H", "H", "H", "C", "O", "C", "C", "N", "C", "C", "O", "C", "H", "H", "H", "H", "H", "H", "H", "H", "H", "H", "H", "H", "H", "H", "H", "C", "O", "C", "C", "N", "C", "C", "O", "C", "H", "H", "H", "H", "H", "H", "H", "H", "H", "H", "H", "H", "H", "H", "H", "C", "C", "C", "O", "H", "H", "H", "H", "H", "H", "H", "H"], "coordinates": [[-2.2429, 2.0407, -0.3458], [-2.7492, 2.8350, 0.8262], [-2.3384, 2.3521, 2.0793], [-2.4213, 2.4934, -1.3212], [-2.5120, 0.9920, -0.2198], [-1.1627, 1.9339, -0.2457], [-3.8350, 2.7953, 0.9141], [-2.4461, 3.8703, 0.6702], [-1.4706, 2.6960, 2.3035], [0.9033, 1.7050, 2.7657], [0.4078, 3.0036, 2.8911], [0.6165, 3.4739, 4.2721], [0.1252, 4.9075, 4.3876], [0.9831, 5.9245, 3.7346], [0.7971, 7.1784, 4.3834], [-0.6092, 7.8080, 4.2393], [-0.5613, 8.5907, 3.0480], [-1.3646, 9.7244, 3.0783], [1.9932, 1.6874, 2.7624], [0.6227, 1.2877, 1.7986], [0.4188, 1.0477, 3.4877], [1.6690, 3.3942, 4.5440], [-0.0026, 2.7799, 4.8406], [0.1659, 5.1278, 5.4544], [-0.8923, 5.0985, 4.0466], [0.8058, 6.0463, 2.7478], [1.6238, 7.8528, 4.1602], [1.1215, 7.1077, 5.4216], [-0.5727, 8.4645, 5.1086], [-1.4472, 7.1174, 4.1436], [-2.4199, 9.4830, 3.2051], [-1.1406, 10.2957, 2.1775], [-1.0257, 10.3563, 3.8992], [3.9880, -0.5987, 2.1555], [2.9624, -0.9892, 3.0349], [2.5323, -2.3613, 2.9988], [1.3057, -2.5916, 3.7733], [0.1086, -1.9547, 3.2448], [-1.0461, -2.4496, 3.9239], [-2.0763, -1.2832, 4.0567], [-1.4499, -0.1874, 4.6948], [-2.3326, 0.8565, 5.1164], [4.3804, 0.3984, 2.3556], [3.7109, -0.7302, 1.1095], [4.9275, -1.1484, 2.2124], [3.3764, -3.0111, 3.2297], [2.3130, -2.6054, 1.9593], [1.3932, -2.3674, 4.8364], [1.0478, -3.6490, 3.7158], [-0.0269, -1.0009, 3.5483], [-0.8925, -2.9325, 4.8890], [-1.5403, -3.1653, 3.2670], [-2.8859, -1.6371, 4.6949], [-2.5189, -1.1354, 3.0716], [-2.9346, 1.1674, 4.2625], [-1.7059, 1.7420, 5.2230], [-2.9369, 0.6543, 6.0007], [0.1396, -5.1250, -1.8316], [-0.9116, -6.0943, -1.6458], [-1.2643, -6.0903, -0.2552], [-2.2024, -7.2957, -0.1498], [-1.4675, -8.5217, -0.3454], [-2.2397, -9.7278, -0.4837], [-3.1594, -10.0417, 0.6836], [-4.4191, -9.4394, 0.5700], [-5.2074, -9.5286, 1.7596], [0.2506, -4.9765, -2.9057], [1.1618, -5.4104, -1.5832], [-0.1664, -4.2041, -1.3353], [-1.6236, -5.1248, 0.1007], [-0.3518, -6.2605, 0.3163], [-2.9429, -7.0656, -0.9158], [-2.6219, -7.3513, 0.8547], [-0.9756, -8.3750, -1.2152], [-1.4605, -10.4732, -0.6431], [-2.7398, -9.7089, -1.4521], [-2.6995, -9.7540, 1.6290], [-3.1987, -11.1308, 0.7078], [-6.0517, -8.8715, 1.5508], [-4.6172, -9.1794, 2.6068], [-5.5556, -10.5612, 1.7856], [0.9966, 1.9060, -8.7606], [0.2449, 1.2171, -7.7930], [-0.7808, 0.3157, -8.2439], [-1.4034, -0.3665, -7.0579], [-0.3924, -1.0035, -6.2040], [-0.8075, -1.5043, -4.9118], [-1.7152, -2.7495, -4.9109], [-3.0794, -2.4531, -5.3277], [-3.9070, -3.6328, -5.5613], [0.3758, 2.2454, -9.5899], [1.8011, 1.2816, -9.1492], [1.4330, 2.8344, -8.3922], [-0.4554, -0.4400, -8.9589], [-1.5244, 0.8878, -8.7987], [-2.0430, -1.2081, -7.3239], [-1.9711, 0.3949, -6.5231], [0.2461, -0.2276, -6.1019], [-1.2546, -0.7021, -4.3248], [0.0432, -1.7311, -4.2692], [-1.5764, -3.2657, -3.9609], [-1.2364, -3.4910, -5.5505], [-4.9590, -3.3712, -5.6752], [-3.9371, -4.3206, -4.7163], [-3.5792, -4.1501, -6.4631], [4.8995, 0.0242, -1.7928], [5.2099, 1.1549, -1.0979], [4.0774, 1.8513, -0.8319], [4.2794, 2.9533, 0.2318], [4.2484, 4.2859, -0.3046], [4.2422, 5.3149, 0.6920], [4.2002, 6.8118, 0.1934], [2.8795, 7.0273, -0.3763], [2.8702, 7.8599, -1.4818], [4.2801, -0.7366, -1.3177], [5.7673, -0.6107, -1.9714], [4.4517, 0.0907, -2.7843], [3.4309, 1.1768, -0.2706], [3.4366, 2.1575, -1.6588], [5.1500, 2.7800, 0.8645], [3.4867, 2.7815, 0.9599], [5.0846, 4.4508, -0.8466], [5.1759, 5.3206, 1.2543], [3.5225, 5.0713, 1.4735], [5.0559, 6.8580, -0.4802], [4.5331, 7.4855, 0.9829], [2.8678, 7.3226, -2.4302], [3.8096, 8.4008, -1.5960], [2.0809, 8.6100, -1.4320], [0.5792, -0.9381, -1.5002], [-0.3830, -1.0364, -0.3405], [-1.7491, -1.4915, -0.6903], [0.1307, -2.0112, 0.5923], [0.5089, -1.8526, -2.0891], [1.6036, -0.6390, -1.2785], [0.2872, -0.1227, -2.1620], [-0.3846, -0.0662, 0.1564], [-2.1692, -1.8493, 0.2497], [-1.7970, -2.4273, -1.2472], [-2.4823, -0.7688, -1.0485], [-0.1173, -1.8850, 1.5110]], "forces_ev_per_angstrom": [[0.967, -0.835, 0.600], [-0.675, 0.520, -0.146], [0.222, -0.421, 0.389], [-0.432, -0.278, 0.078], [-0.711, 0.202, -0.532], [0.402, 0.501, -0.060], [-0.106, 0.189, -0.489], [-0.093, 0.302, 0.245], [0.443, 0.118, 0.036], [-0.199, -0.668, -0.811], [0.367, 1.125, 0.715], [-1.179, 0.000, -1.877], [0.664, 0.346, -0.392], [0.688, -1.240, 0.295], [0.221, 0.285, 0.616], [2.256, 1.081, -0.426], [0.355, -0.888, -0.183], [0.378, 0.614, 0.215], [0.192, -0.189, 0.626], [-0.231, 0.231, -0.241], [0.500, -0.125, 0.379], [0.060, -0.006, -0.007], [0.209, 0.240, 0.626], [-0.125, 0.085, 0.080], [-0.312, -0.851, 0.147], [-0.285, -0.357, -0.103], [-0.494, 0.606, -1.199], [-0.853, -0.712, 0.571], [-1.202, 0.229, 0.164], [0.055, -0.034, 0.657], [-0.173, 0.138, -0.194], [-0.450, -0.172, -0.159], [-0.278, 0.232, 0.339], [0.433, -0.835, -0.272], [0.022, 0.557, 0.597], [1.434, 0.600, -2.020], [-0.871, -0.236, 0.781], [-0.039, 0.973, 0.545], [-2.557, -0.066, -0.375], [0.093, -1.599, 0.962], [-0.162, 0.081, -0.068], [0.501, 0.529, -1.453], [-0.856, 0.406, 0.179], [-0.413, 0.306, -0.253], [0.004, -0.831, 0.518], [-0.028, -0.113, 0.689], [-0.229, 0.027, -0.327], [0.346, 0.118, 0.211], [0.477, -0.280, -0.001], [1.652, 0.713, -0.274], [0.376, 0.161, 0.179], [-0.176, -0.481, 0.188], [-0.211, -0.119, 0.059], [0.186, 0.921, -0.202], [-0.558, -0.310, 0.039], [0.072, -0.147, 0.703], [0.197, -0.287, 0.006], [-0.742, -0.225, -1.214], [1.275, 1.267, 0.545], [0.578, -1.541, -0.317], [0.181, 1.046, 0.944], [0.677, 1.110, -0.077], [0.346, 0.266, -0.581], [0.590, -0.552, -0.233], [0.076, 0.453, -0.263], [0.284, 0.015, -1.711], [-0.475, 0.278, -0.167], [-0.155, -0.494, 0.954], [0.366, 0.185, -0.003], [-0.640, 0.093, -0.328], [0.184, -0.252, 0.231], [-0.660, -0.423, 0.037], [-0.483, 0.276, -0.122], [0.400, -0.206, -0.091], [-0.281, -0.594, 0.526], [-0.929, -0.163, 0.042], [0.330, 0.234, 0.131], [-0.567, -0.352, 0.146], [-0.032, -0.040, 0.394], [-0.219, -0.259, 0.316], [-0.078, -0.053, 0.857], [-0.259, -0.105, -0.697], [-0.264, -0.263, 0.614], [0.334, 0.207, -0.686], [-0.268, -0.864, 0.860], [0.726, 0.542, -0.830], [-0.981, 0.248, 0.451], [0.235, 0.201, -0.847], [0.375, -1.064, 0.601], [0.544, 0.556, 0.284], [-0.222, -0.223, -0.260], [0.065, -0.095, -0.126], [-0.044, -0.234, 0.679], [0.800, -0.042, 0.007], [-0.311, 0.177, 0.124], [-0.501, 0.562, -0.550], [-0.364, 0.002, 0.352], [0.713, -0.304, 0.569], [-0.792, 0.195, 0.179], [0.427, -0.376, -0.543], [-0.931, 0.335, 0.691], [-0.195, 0.014, -0.832], [0.227, 0.681, -0.231], [0.578, -0.065, 0.180], [0.105, -0.100, 0.013], [0.475, -3.604, -1.678], [1.246, 0.927, -0.326], [-1.464, 0.198, 2.198], [-1.695, -1.110, -0.997], [2.695, 0.148, 2.634], [-1.550, 2.211, 0.897], [-1.105, -2.010, -0.567], [1.929, -0.837, 1.685], [0.887, 1.281, -1.478], [-0.644, 0.550, 0.972], [0.626, 0.647, 0.079], [-0.124, 1.049, -0.150], [-0.509, -0.322, -0.001], [0.420, 0.383, -0.564], [0.753, 0.192, -0.358], [-0.377, 0.685, 0.002], [-0.238, -0.032, -1.739], [0.789, -0.630, -0.155], [-0.456, 0.197, -0.229], [-0.330, 0.281, -0.979], [-0.803, 0.077, 0.400], [-0.701, -0.413, -0.008], [0.123, 0.411, 0.432], [-0.151, -0.325, 0.052], [-0.344, 0.393, -0.779], [1.399, -0.334, 1.187], [-1.725, -0.652, 0.582], [0.877, -0.109, -2.089], [0.466, -0.074, 0.035], [0.125, -0.613, 0.585], [-0.543, 0.020, -0.197], [-0.327, 0.164, 0.138], [-0.235, 0.260, 0.318], [0.379, 0.240, -0.651], [0.390, -0.007, -0.508], [-0.159, 0.351, 0.872]], "gap_ev": [6.90, 1.67], "homo_ha": [-0.354, -0.354], "s2": 0.754, "spin_multiplicity": 2, "total_charge": 1}

[3]
{"formula": "C9H10Cl6FeGe2N4O2S", "method": "wB97M-V/def2-TZVPD", "species": ["Fe", "C", "C", "N", "N", "C", "N", "S", "C", "C", "C", "C", "C", "N", "H", "H", "H", "H", "H", "H", "H", "H", "H", "Cl", "Ge", "Cl", "Cl", "O", "C", "O", "H", "Cl", "Ge", "Cl", "Cl"], "coordinates": [[-0.8841, 0.3654, -0.3617], [2.8749, 0.5704, 1.5397], [1.6995, 0.3863, 0.6440], [0.4718, 0.3804, 1.0209], [0.2046, 0.6597, 2.3359], [-1.0397, 0.6013, 2.6433], [-1.4663, 0.8607, 3.8881], [-2.3351, 0.1790, 1.4363], [1.8615, 0.2541, -0.8151], [3.0877, 0.1400, -1.4468], [3.1190, 0.0342, -2.8304], [1.9306, 0.0442, -3.5363], [0.7397, 0.1698, -2.8367], [0.7114, 0.2827, -1.5135], [2.5607, 0.5701, 2.5776], [3.3719, 1.5169, 1.3168], [3.5965, -0.2324, 1.3823], [-0.7719, 0.9277, 4.6145], [-2.4053, 0.6084, 4.1460], [3.9994, 0.1283, -0.8679], [4.0643, -0.0610, -3.3474], [1.9121, -0.0466, -4.6125], [-0.2218, 0.1829, -3.3331], [-3.6191, -1.8774, 3.6847], [-2.2082, -2.1099, 2.0372], [-0.3064, -2.4080, 2.9795], [-2.8114, -4.0529, 1.4001], [-0.7738, 2.3209, -0.3586], [-1.4425, 2.4502, -1.4220], [-1.9302, 1.4424, -1.9788], [-1.5817, 3.4524, -1.8452], [-1.1120, -1.9621, -0.4608], [-3.4147, -1.0801, -1.7681], [-4.8561, -2.4269, -0.7021], [-3.0254, -2.2711, -3.6097]], "forces_ev_per_angstrom": [[0.368, -0.016, 0.205], [-0.006, -0.009, 0.021], [-0.038, -0.014, -0.006], [0.051, 0.020, 0.019], [0.016, 0.044, 0.089], [-0.189, -0.022, -0.275], [-0.006, 0.004, 0.015], [0.080, -0.054, 0.220], [0.013, 0.008, -0.043], [-0.005, -0.016, -0.029], [0.021, 0.001, 0.033], [-0.021, -0.009, -0.008], [-0.011, -0.011, -0.005], [-0.021, -0.071, -0.047], [0.001, 0.008, -0.004], [0.005, -0.002, -0.004], [0.001, -0.004, 0.003], [0.003, 0.006, 0.006], [-0.019, -0.017, -0.010], [0.006, 0.002, 0.000], [0.002, 0.001, 0.003], [-0.003, 0.000, 0.000], [0.002, 0.010, 0.000], [0.029, 0.088, 0.075], [0.008, -0.032, -0.122], [0.001, -0.040, -0.038], [0.036, 0.127, -0.046], [-0.055, 0.372, 0.035], [-0.051, 0.017, 0.093], [0.094, -0.213, 0.013], [-0.035, 0.001, -0.015], [-0.057, -0.105, -0.085], [-0.283, -0.151, -0.119], [0.038, 0.065, -0.078], [0.027, 0.013, 0.106]], "gap_ev": 7.33, "de_lowest_kcal_mol": 9.9, "homo_ha": -0.318, "spin_multiplicity": 1, "total_charge": 0}

[4]
{"formula": "C2H6F6O2PRb", "method": "wB97M-V/def2-TZVPD", "species": ["Rb", "P", "F", "F", "F", "F", "F", "F", "C", "C", "O", "O", "H", "H", "H", "H", "H", "H"], "coordinates": [[-1.4055, 0.3556, -1.4291], [1.9428, -1.1945, -3.3505], [3.2163, -1.3902, -4.3606], [2.5333, 0.1258, -2.6223], [1.1098, -0.2321, -4.4544], [0.6821, -1.1877, -2.2454], [1.3565, -2.5772, -4.1093], [2.8383, -2.0184, -2.2870], [-2.0126, 0.4399, 2.8553], [-0.5379, 0.5084, 2.4646], [-0.3918, 1.0146, 1.1651], [-2.4962, 1.7247, 3.3403], [-2.2773, -0.2927, 3.6178], [-2.6308, 0.1486, 2.0061], [0.0848, -0.3831, 2.5388], [-0.0514, 1.1628, 3.1879], [0.4761, 1.4015, 1.0281], [-2.4367, 2.3940, 2.6546]], "forces_ev_per_angstrom": [[-0.057, 0.000, -0.149], [-1.519, 1.350, 0.442], [-0.275, 0.366, -0.073], [-0.400, -0.306, -1.293], [1.330, -1.831, 1.905], [0.768, -0.385, -1.500], [0.617, 1.637, 1.178], [-0.550, -0.850, -0.578], [-0.716, 0.743, 0.016], [0.699, 0.305, 1.240], [-0.562, 0.389, -1.191], [0.559, -1.398, -0.007], [0.549, 0.223, 0.213], [0.056, -0.011, -0.425], [-0.742, -0.799, 0.139], [-0.071, 0.380, 0.065], [0.208, 0.094, 0.304], [0.107, 0.094, -0.283]], "gap_ev": [11.29, 1.73], "homo_ha": [-0.552, -0.497], "s2": 0.754, "spin_multiplicity": 2, "total_charge": 1}

[5]
{"formula": "C4H6O2", "method": "wB97M-V/def2-TZVPD", "species": ["C", "C", "O", "C", "C", "O", "H", "H", "H", "H", "H", "H"], "coordinates": [[-1.3227, -0.2378, -0.7060], [-0.6890, -0.2827, 0.4643], [-1.0269, -1.1250, 1.4796], [0.5289, 0.5096, 0.7991], [1.6975, 0.3916, -0.0828], [0.8722, 1.5437, -0.1028], [-1.0941, 0.5266, -1.4361], [-2.0707, -0.9866, -0.9519], [-1.8942, -1.4893, 1.2561], [0.6857, 0.7258, 1.8564], [1.6034, -0.2536, -0.9551], [2.7022, 0.5329, 0.3126]], "forces_ev_per_angstrom": [[0.032, 0.004, 0.087], [0.012, 0.160, -0.346], [-0.139, -0.109, -0.029], [-0.130, -0.121, 0.156], [0.258, -0.179, -0.061], [-0.070, 0.135, -0.047], [0.157, -0.148, 0.044], [-0.106, 0.244, 0.094], [0.183, -0.107, 0.182], [-0.081, -0.003, -0.186], [0.041, 0.093, 0.125], [-0.157, 0.031, -0.019]], "gap_ev": 9.90, "de_lowest_kcal_mol": 51.8, "homo_ha": -0.331, "spin_multiplicity": 1, "total_charge": 0}